Record 1
ORCA calculation (wB97M-V/def2-TZVPD) on a gas-phase ion, C10H18NO2 (charge +1) at a distorted geometry.

Each line ends with the Löwdin charge.
CARTESIAN COORDINATES (ANGSTROEM)
C  -3.940967  -1.880149  -0.247985  0.140
C  -3.056856  -1.376012  0.379505  -0.129
C  -1.950558  -0.710942  1.074222  -0.134
C  -1.214564  0.180915  0.101389  -0.198
N  -1.874912  1.532611  -0.028049  0.125
C  -0.958149  2.581337  0.675142  -0.056
C  -0.048040  1.713197  1.528328  -0.067
C  0.246880  0.565976  0.508580  -0.301
O  0.846562  -0.525302  1.120204  -0.079
C  1.994315  -1.078084  0.463893  -0.108
C  1.864800  -1.326106  -1.056053  -0.400
C  2.713169  -0.335404  -1.849467  -0.039
O  2.334453  -2.639960  -1.342639  -0.026
H  -4.523493  -2.389604  -0.981133  0.045
H  -1.296790  -1.483894  1.473930  0.139
H  -2.343366  -0.154047  1.927136  0.134
H  -1.153385  -0.250734  -0.894512  0.154
H  -2.833912  1.613526  0.300258  0.183
H  -1.831648  1.753512  -1.019279  0.178
H  -1.617050  3.255346  1.209600  0.134
H  -0.441406  3.072223  -0.140386  0.133
H  -0.515573  1.299462  2.412682  0.130
H  0.861879  2.287880  1.682107  0.137
H  0.810196  1.072076  -0.274302  0.146
H  2.145330  -2.049496  0.926888  0.136
H  2.895415  -0.493998  0.672259  0.135
H  0.829792  -1.321470  -1.392833  0.138
H  3.760851  -0.464734  -1.582752  0.092
H  2.462996  0.704311  -1.620665  0.070
H  2.566753  -0.462583  -2.918486  0.089
H  3.267275  -2.689852  -1.107583  0.099

Cartesian forces, eV/Å:
C 0.3 -0.2 -0.6
C 0.0 0.3 0.3
C -0.6 -0.5 0.0
C 1.2 0.3 -0.5
N 0.9 0.6 -0.5
C -0.9 -1.0 0.4
C 0.6 0.1 -1.6
C -1.3 0.6 2.1
O 0.5 0.1 -0.5
C -0.1 -0.4 -0.1
C 1.1 -0.1 0.1
C -0.5 0.4 0.0
O -0.4 0.0 0.0
H -0.4 0.0 0.3
H 0.3 0.2 0.0
H 0.1 0.1 0.1
H -0.5 -0.2 0.0
H -0.1 -0.4 -0.1
H -0.6 0.2 0.0
H 0.1 0.2 0.0
H 0.2 0.3 0.2
H 0.1 0.3 0.3
H 0.0 -0.2 0.7
H 0.1 -0.6 -0.5
H -0.2 0.0 0.1
H -0.1 0.3 0.0
H -0.1 0.0 0.1
H 0.1 -0.1 -0.1
H 0.0 0.0 0.1
H 0.2 -0.2 -0.1
H 0.1 0.0 -0.1

Output
DFT total energy = -16237.7823 eV
SMILES string = C#CC[C@H]1[NH2+]CC[C@H]1OC[C@@H](C)O
highest occupied orbital energy = -13.09 eV
energy above the lowest of the compared OMol25 structures with the same formula, charge and spin = 39.1 kcal/mol
charge = +1
gap between HOMO and LUMO = 9.81 eV

Record 2
ORCA calculation (wB97M-V/def2-TZVPD) on a molecular structure, C16H19Cl2NO6PbS at a distorted geometry.

Each line ends with the Löwdin charge.
CARTESIAN COORDINATES (ANGSTROEM)
Pb  -0.397532  0.340674  -0.088510  1.601
C  2.753588  1.309168  -0.871331  -0.147
C  2.753017  -0.085531  -1.509052  -0.133
O  1.408924  -0.482931  -1.800840  -0.253
C  1.196671  -1.869724  -2.031454  -0.146
C  1.303747  -2.705549  -0.746866  -0.142
O  0.661062  -2.029956  0.332940  -0.248
C  1.374071  -2.156041  1.563947  -0.151
C  0.686974  -1.338955  2.654833  -0.150
O  0.539775  0.040436  2.347770  -0.284
C  1.622369  0.912392  2.654088  -0.135
C  2.652241  1.042103  1.525534  -0.146
O  1.978549  1.385012  0.316083  -0.256
H  2.295070  2.022071  -1.557777  0.136
H  3.784523  1.616287  -0.670254  0.150
H  3.236413  -0.796832  -0.834086  0.128
H  3.326642  -0.037436  -2.441971  0.153
H  1.898739  -2.251583  -2.780205  0.152
H  0.177854  -1.924833  -2.419971  0.119
H  2.356838  -2.870106  -0.501319  0.131
H  0.831774  -3.682579  -0.892231  0.151
H  2.409551  -1.817389  1.428059  0.124
H  1.390164  -3.208232  1.870058  0.154
H  1.243309  -1.456432  3.589032  0.149
H  -0.330246  -1.709760  2.799661  0.134
H  2.138557  0.581251  3.559712  0.147
H  1.156280  1.883094  2.847733  0.147
H  3.217041  0.112065  1.399864  0.124
H  3.351733  1.843249  1.788396  0.152
Cl  -3.193866  0.935131  -7.452158  0.859
C  -2.821614  0.536204  -5.855103  -0.620
C  -3.261002  -0.675964  -5.308975  -0.081
C  -2.975567  -0.989532  -4.000195  -0.549
Cl  -3.520605  -2.432640  -3.310437  0.846
C  -2.156462  -0.111169  -3.143060  -0.341
O  -1.838058  -0.487689  -2.005256  -0.132
C  -1.751045  1.154390  -3.750151  -0.079
C  -0.984692  2.165427  -3.027606  -0.149
O  -0.588240  2.125613  -1.879718  -0.073
C  -2.087301  1.438118  -5.057083  0.001
H  -3.847772  -1.356059  -5.909938  0.128
H  -0.762238  3.059215  -3.633230  0.151
H  -1.785975  2.377531  -5.500211  0.132
S  -2.882446  -0.202141  1.242724  0.809
C  -3.404401  1.268767  0.700903  -0.754
N  -3.730559  2.294921  0.290611  0.190

Cartesian forces, eV/Å:
Pb 1.1 0.3 -0.7
C 0.1 -0.2 -0.6
C 0.3 0.4 0.2
O -0.1 0.5 0.4
C -0.3 -0.4 0.2
C 0.3 0.0 -0.5
O -0.1 0.5 0.0
C 0.0 0.1 0.5
C 0.0 -0.5 -0.1
O -0.1 -0.1 -0.4
C 0.4 0.4 -0.2
C -0.1 -0.1 0.4
O -0.5 -0.3 0.2
H 0.1 0.0 0.0
H -0.1 0.0 -0.1
H -0.1 -0.1 0.0
H 0.0 -0.1 0.1
H -0.1 0.0 0.1
H 0.1 -0.1 -0.1
H -0.1 0.0 0.1
H 0.1 0.1 -0.1
H -0.1 -0.1 0.0
H 0.0 0.1 0.0
H -0.1 -0.1 0.0
H 0.1 -0.1 0.1
H -0.1 0.0 0.0
H 0.2 -0.1 0.0
H 0.0 0.1 0.0
H 0.0 -0.1 0.0
Cl 0.0 0.0 0.0
C -0.1 -0.3 0.2
C -0.1 -0.1 0.2
C 0.2 0.3 -0.1
Cl -0.1 -0.1 0.0
C -0.2 0.0 -0.7
O 0.1 0.1 0.3
C -0.2 -0.4 -0.2
C 0.0 0.5 -0.5
O 0.1 -0.1 0.2
C 0.3 0.1 0.5
H 0.0 0.0 0.0
H 0.0 0.0 0.1
H 0.1 0.1 0.0
S -1.3 0.1 0.4
C 0.6 -1.9 0.7
N -0.4 1.4 -0.6

Output
DFT total energy = -71785.1146 eV
highest occupied orbital energy (spin up / spin down) = -15.78 / -14.69 eV
energy above the lowest of the compared OMol25 structures with the same formula, charge and spin = 5.7 kcal/mol
charge = +2
gap between HOMO and LUMO (spin up / spin down) = 7.03 / 5.02 eV

Record 3
ORCA calculation (wB97M-V/def2-TZVPD) on a single C2H3N3S molecule at a distorted geometry.

Each line ends with the Löwdin charge.
CARTESIAN COORDINATES (ANGSTROEM)
C  -0.870839  -0.915021  0.313526  -0.129
C  0.093597  -1.830521  0.786110  -0.186
H  0.240093  2.670185  -0.232056  0.035
H  -1.923818  -0.552350  0.154442  0.103
H  -0.080777  -2.933681  1.037078  0.116
N  -0.106453  0.249347  0.108442  -0.568
N  1.329231  -1.256203  0.831989  -0.014
N  1.248695  0.012115  0.309642  -0.023
S  -0.679523  1.515768  -1.019238  0.665

Cartesian forces, eV/Å:
C 1.3 2.8 0.1
C -1.5 -0.8 -0.1
H -2.3 -2.6 -1.9
H 0.8 -2.0 0.4
H 0.4 2.0 -0.2
N 1.3 -1.5 -1.0
N -1.1 2.6 -1.8
N -1.8 -2.3 1.4
S 3.0 1.7 3.1

Output
DFT total energy = -17424.5411 eV
SMILES string = Sn1ccnn1
highest occupied orbital energy = -9.73 eV
energy above the lowest of the compared OMol25 structures with the same formula, charge and spin = 75.1 kcal/mol
gap between HOMO and LUMO = 9.38 eV

Record 4
ORCA calculation (wB97M-V/def2-TZVPD) on a gas-phase ion, C6H10ClN2 (charge +1) at a distorted geometry.

Each line ends with the Löwdin charge.
CARTESIAN COORDINATES (ANGSTROEM)
C  -1.441575  0.073184  1.235411  -0.008
C  -0.246949  -0.498677  1.428350  -0.016
C  -0.239130  0.697439  -0.544534  0.073
C  2.189864  -1.406530  -0.816866  -0.080
C  -2.546960  1.341161  -0.502786  0.014
C  1.938497  -0.389127  0.310952  -0.681
N  -1.419363  0.693605  0.016583  -0.121
N  0.526556  -0.133221  0.385819  -0.072
Cl  2.850930  1.128429  -0.014869  0.673
H  -2.377844  -0.107730  1.854813  0.178
H  0.011627  -1.128761  2.285425  0.163
H  0.074901  1.074091  -1.549207  0.191
H  3.096060  -1.923963  -0.466955  0.095
H  1.313984  -2.042195  -0.851470  0.089
H  2.462169  -0.903310  -1.726307  0.066
H  -2.287967  2.290927  -1.076976  0.152
H  -2.911201  0.688732  -1.238728  0.102
H  -3.306137  1.500487  0.119996  0.065
H  2.312533  -0.954539  1.151352  0.117

Cartesian forces, eV/Å:
C -2.4 -1.1 1.0
C 0.0 0.0 0.7
C 2.5 -3.1 2.2
C 1.1 0.5 1.1
C 1.7 1.8 -4.7
C 0.7 -0.7 -2.1
N 0.2 0.9 1.4
N -0.5 2.4 -1.9
Cl -0.3 -0.6 0.6
H 1.4 0.7 -1.2
H 0.4 0.4 -0.7
H -0.3 -0.3 1.4
H -0.4 -0.4 -0.6
H 0.2 -0.4 -0.4
H -0.4 0.0 -0.6
H -0.2 -1.1 1.1
H -0.9 -0.9 -1.3
H -2.6 0.7 3.1
H -0.4 0.9 1.0

Output
DFT total energy = -21879.3338 eV
SMILES string = C[C@@H](Cl)[n+]1ccn(C)c1
highest occupied orbital energy = -14.24 eV
energy above the lowest of the compared OMol25 structures with the same formula, charge and spin = 26.4 kcal/mol
charge = +1
gap between HOMO and LUMO = 10.49 eV

Record 5
ORCA calculation (wB97M-V/def2-TZVPD) on 2 unconnected molecules or ions with the total composition C3H8N2OS at a distorted geometry.

Each line ends with the Löwdin charge.
CARTESIAN COORDINATES (ANGSTROEM)
C  1.267766  -0.183051  -1.179641  -0.068
C  1.841084  -0.591641  0.296659  -0.121
C  0.107948  0.376213  -0.339640  -0.606
N  0.560863  -0.134528  0.802006  -0.076
N  -2.168445  0.522580  0.891642  -0.182
O  -1.872122  -1.307294  -0.769194  -0.511
S  -1.692688  0.131236  -0.706969  0.818
H  1.848613  0.422966  -1.781983  0.062
H  0.720819  -1.075256  -1.749119  0.146
H  2.011860  -1.647562  0.526898  0.100
H  2.716514  -0.072576  0.680930  0.097
H  -0.000355  1.917373  -0.280772  0.149
H  0.092989  0.090357  1.685019  0.136
H  -2.289179  1.440994  1.044282  -0.024
H  -3.145660  0.110196  0.879889  0.079

Cartesian forces, eV/Å:
C -2.7 -3.6 1.9
C -0.4 -0.6 -0.5
C -1.3 5.5 -1.2
N -0.4 -0.5 1.9
N -1.4 -4.8 -0.5
O -0.5 -1.3 -0.2
S 1.4 1.0 -0.5
H 0.9 1.2 -1.1
H 1.9 1.5 1.0
H 0.0 -0.1 -0.5
H 0.1 0.6 -0.3
H 0.3 -3.1 -0.5
H 1.0 -0.6 -0.3
H -0.3 4.4 0.4
H 1.5 0.4 0.4

Output
DFT total energy = -19099.4830 eV
highest occupied orbital energy = -8.13 eV
energy above the lowest of the compared OMol25 structures with the same formula, charge and spin = 115.7 kcal/mol
gap between HOMO and LUMO = 8.83 eV

Record 6
ORCA calculation (wB97M-V/def2-TZVPD) on 2 unconnected molecules or ions with the total composition C4H9N at a distorted geometry.

Each line ends with the Löwdin charge.
CARTESIAN COORDINATES (ANGSTROEM)
C  -2.874639  0.406851  -0.064859  -0.080
C  -2.654101  -0.445284  0.940704  -0.089
H  -3.395425  1.317555  0.226094  0.043
H  -2.643071  0.195011  -1.096382  0.042
H  -2.826992  -0.221219  1.984305  0.041
H  -1.754678  -1.055605  0.797882  0.042
C  2.214587  0.838046  0.184812  -0.146
C  1.786372  -1.174348  -0.885403  -0.097
N  2.153767  -0.618163  0.180591  -0.095
H  2.446270  1.202422  -0.820513  0.069
H  1.231478  1.218154  0.471431  0.075
H  2.933842  1.144869  0.936171  0.066
H  1.800461  -2.241607  -1.075503  0.060
H  1.582126  -0.566680  -1.779331  0.068

Cartesian forces, eV/Å:
C -1.2 0.0 1.5
C 2.6 0.7 -0.6
H -0.4 -0.1 -0.7
H 0.4 0.2 0.0
H -0.5 0.2 -0.1
H -0.9 -1.0 0.0
C -0.5 -0.5 -0.1
C 0.6 0.7 -0.8
N -0.1 -0.6 0.3
H 0.2 0.3 0.2
H 0.1 0.1 0.1
H 0.1 0.2 -0.1
H -0.2 -0.2 0.6
H -0.2 0.0 -0.1

Output
DFT total energy = -5781.5616 eV
SMILES string = C=NC.C=C
highest occupied orbital energy = -9.71 eV
energy above the lowest of the compared OMol25 structures with the same formula, charge and spin = 51.9 kcal/mol
gap between HOMO and LUMO = 10.76 eV

> The lowest energy above the lowest of the compared OMol25 structures with the same formula, charge and spin belongs to which entry?

C16H19Cl2NO6PbS

> What is the energy above the lowest of the compared OMol25 structures with the same formula, charge and spin in the first record?

39.1 kcal/mol